# 1
49
Properties=species:S:1:pos:R:3:forces:R:3 method="wB97M-V/def2-TZVPD" spin_multiplicity=1 gap_ev=8.216 smiles=CCn1cc(CN2CCN(Cc3ccsc3)[C@@H](CCO)C2)cn1 lumo_ev=0.732
C 4.08001 -2.64756 3.54298 -0.236 0.029 -0.037
H 4.66147 -1.73651 3.42000 0.072 0.058 0.010
H 4.20573 -3.00827 4.56001 0.057 -0.037 0.115
H 4.46002 -3.39794 2.85444 0.048 -0.060 -0.044
C 2.60268 -2.38360 3.26083 0.338 -0.273 0.450
N 2.40143 -1.92895 1.91193 -0.230 0.412 -0.297
C 2.55926 -0.67869 1.43144 0.002 -0.027 -0.396
C 2.32224 -0.72804 0.07215 0.220 -0.012 0.153
C 2.03722 -2.08487 -0.16667 0.228 0.341 0.234
N 2.09019 -2.78787 0.94779 -0.150 -0.831 0.062
H 1.80021 -2.56207 -1.09739 -0.060 -0.145 -0.213
C 2.34146 0.39758 -0.91850 -0.073 0.112 0.020
N 1.10435 1.12302 -1.14419 0.100 0.051 -0.091
C 0.03197 0.40035 -1.80016 -0.089 -0.042 0.156
H 0.47059 -0.28838 -2.52459 -0.015 -0.037 -0.070
C -0.86612 -0.37733 -0.81681 0.085 -0.189 -0.446
N -1.44074 0.49674 0.20893 -0.042 -0.146 0.126
C -0.36432 1.19448 0.89338 0.254 0.055 0.090
C 0.60641 1.93142 -0.04869 -0.185 0.091 0.027
H 1.45425 2.30847 0.52641 0.031 0.061 0.024
H 0.09084 2.78777 -0.49605 0.108 -0.025 0.164
H -0.79916 1.90632 1.59848 0.000 0.016 0.065
H 0.19005 0.44130 1.46592 -0.053 0.142 0.003
C -2.62280 1.29798 -0.08083 -0.082 0.001 0.020
C -2.50929 2.45658 -1.03830 -0.060 0.189 0.165
C -2.22913 3.73247 -0.65712 -0.090 0.288 -0.286
S -2.18259 4.83053 -1.98023 -0.075 -0.534 0.071
C -2.56738 3.56111 -3.07359 0.107 0.356 0.066
C -2.71421 2.37089 -2.44249 -0.063 0.127 -0.060
H -2.97307 1.46097 -2.95475 -0.033 -0.165 -0.107
H -2.66475 3.77797 -4.11866 -0.042 -0.012 -0.237
H -2.04597 4.10152 0.33315 0.031 0.010 0.268
H -3.40195 0.62335 -0.44112 -0.006 0.069 0.129
H -2.95409 1.69103 0.88731 -0.064 -0.063 -0.110
C -1.89450 -1.25274 -1.53438 0.024 -0.065 0.537
H -1.38900 -1.77656 -2.34778 0.019 0.006 -0.076
H -2.69007 -0.65018 -1.97075 -0.064 0.014 -0.126
C -2.49415 -2.30349 -0.59315 0.175 -0.130 -0.397
O -3.20779 -1.75090 0.48211 -0.278 0.144 0.346
H -2.63125 -1.09496 0.90192 0.048 0.074 -0.039
H -1.68305 -2.94827 -0.21931 -0.055 0.010 -0.111
H -3.20678 -2.93030 -1.13669 0.122 -0.016 0.013
H -0.20872 -1.05862 -0.25648 -0.137 0.096 -0.119
H -0.56977 1.13531 -2.34535 0.005 -0.174 -0.068
H 2.65454 0.00357 -1.89092 0.092 0.059 0.080
H 3.08311 1.13792 -0.59984 0.028 -0.089 -0.109
H 2.82000 0.14222 2.06994 0.063 0.175 0.161
H 2.02954 -3.30606 3.37552 -0.027 0.191 -0.011
H 2.21308 -1.62871 3.95017 -0.047 -0.103 -0.107


# 2
44
Properties=species:S:1:pos:R:3:forces:R:3 method="wB97M-V/def2-TZVPD" spin_multiplicity=1 gap_ev=9.363 smiles="CCN1CC[NH+](CC(=O)Nc2ccc(OC(F)(F)F)cc2)CC1" charge=+1 lumo_ev=-2.621
C 1.38101 -3.12112 -5.72526 0.161 0.072 0.195
H 1.03416 -2.40747 -6.46611 -0.028 0.061 -0.089
H 0.54943 -3.76088 -5.44301 -0.093 -0.101 -0.014
C 1.95985 -2.37865 -4.52669 -0.087 -0.140 -0.229
N 1.02866 -1.37167 -4.03816 -0.035 0.176 -0.110
C -0.10546 -1.86511 -3.30350 0.034 -0.072 0.181
C 0.22342 -2.18477 -1.83125 -0.391 -0.566 -0.651
N 0.77409 -0.97332 -1.18570 -0.456 0.480 0.023
C 0.92399 -1.06407 0.27640 -0.103 0.133 0.556
H 0.65549 -2.05864 0.63696 0.041 0.043 -0.117
H 1.94828 -0.84061 0.57982 -0.051 -0.043 -0.113
C -0.05442 0.00031 0.84836 0.504 -0.547 -0.202
O -0.69807 0.63878 0.03167 -0.292 0.312 0.015
N -0.08270 0.09825 2.17447 0.186 -0.197 0.162
C -0.86039 0.96900 2.97247 -0.349 0.394 0.286
C -0.70198 0.87429 4.35240 -0.053 0.049 -0.194
C -1.42437 1.69799 5.19306 -0.218 0.159 -0.042
C -2.30881 2.61504 4.64443 0.075 -0.004 -0.086
C -2.47324 2.71678 3.27248 -0.035 -0.009 0.423
C -1.74940 1.89049 2.43191 0.059 -0.068 -0.134
H -1.87695 1.97035 1.36589 -0.010 0.007 -0.007
H -3.16354 3.43917 2.86757 -0.067 0.073 -0.018
O -3.07064 3.43525 5.49411 -0.253 -1.072 -0.454
C -2.49962 4.58011 5.83894 0.882 1.459 0.343
F -2.20496 5.36086 4.78393 -0.135 -0.096 -0.274
F -1.33322 4.41438 6.48887 0.057 -0.301 0.100
F -3.30476 5.26184 6.62971 -0.352 -0.151 0.097
H -1.30687 1.63560 6.26293 -0.004 0.008 0.094
H -0.01126 0.15908 4.77408 0.090 -0.096 0.063
H 0.52121 -0.51271 2.71129 -0.038 0.028 -0.251
C 1.98077 -0.51590 -1.90810 0.537 0.377 -0.694
C 1.59986 -0.23208 -3.37507 0.103 -0.050 0.255
H 2.48442 0.10325 -3.91657 -0.022 0.052 0.083
H 0.86508 0.58094 -3.39480 0.063 0.072 0.036
H 2.35997 0.39235 -1.43854 -0.070 -0.063 0.133
H 2.74140 -1.29841 -1.85514 -0.082 0.009 0.132
H 0.03777 -0.20037 -1.26166 0.374 -0.388 0.091
H -0.68226 -2.49267 -1.30780 0.073 0.071 0.120
H 0.96690 -2.98283 -1.76847 -0.005 0.094 0.131
H -0.48881 -2.76296 -3.78563 -0.093 0.014 0.097
H -0.89366 -1.10488 -3.33182 -0.080 -0.068 0.034
H 2.86275 -1.85657 -4.84693 0.028 -0.018 0.092
H 2.24814 -3.10319 -3.74874 0.106 0.043 -0.005
H 2.14873 -3.74521 -6.17280 0.030 -0.137 -0.059


# 3
78
Properties=species:S:1:pos:R:3:forces:R:3 method="wB97M-V/def2-TZVPD" spin_multiplicity=3 gap_ev="5.468 / 7.577" charge=+1 lumo_ev="-3.383 / -3.442"
Ti 0.29678 -0.09153 -0.61088 0.066 0.156 0.002
Br 5.35867 0.99424 -5.07356 0.016 0.008 -0.013
C 3.88416 0.69759 -3.95972 0.006 0.016 -0.014
C 3.29334 -0.55117 -3.89688 -0.018 -0.012 0.011
C 2.24042 -0.72084 -3.01883 0.023 0.025 -0.003
N 1.76948 0.25474 -2.24019 0.113 -0.107 -0.119
C 2.33327 1.47059 -2.32665 -0.153 0.030 0.029
C 3.39150 1.72910 -3.17870 0.072 0.040 0.057
C 1.75125 2.50830 -1.43586 0.020 -0.115 -0.100
C 2.12912 3.83768 -1.49192 0.048 0.036 -0.009
C 1.57406 4.72177 -0.58175 0.006 -0.013 -0.010
Br 2.07906 6.52472 -0.60651 0.009 0.029 -0.005
C 0.64968 4.26648 0.34275 0.002 -0.029 -0.004
C 0.30062 2.93029 0.30065 -0.014 0.033 0.035
N 0.83722 2.06480 -0.56258 -0.058 -0.012 0.026
H 3.64769 -1.37343 -4.50102 -0.012 -0.006 0.009
H 1.75969 -1.68399 -2.92291 0.000 -0.009 -0.002
H 3.85341 2.70352 -3.21923 0.011 -0.010 -0.007
H 2.84485 4.18903 -2.21915 -0.007 0.011 0.012
H 0.19959 4.93028 1.06596 -0.004 -0.010 0.002
H -0.43221 2.53179 0.98920 -0.003 -0.007 -0.001
Cl -1.06044 0.86803 -3.43212 -0.047 0.015 0.006
C -2.21076 1.08129 -2.12330 0.046 -0.039 0.129
C -1.77505 0.80781 -0.83010 -0.003 -0.042 0.133
C -2.70876 1.10492 0.15931 -0.005 0.012 -0.075
Cl -2.24511 0.92070 1.83392 0.020 -0.024 0.031
C -3.99810 1.57006 -0.10074 -0.016 0.001 0.059
Cl -5.09903 1.89912 1.17832 0.003 -0.003 -0.017
C -4.39515 1.77050 -1.42069 -0.027 0.012 -0.003
Cl -5.98069 2.31958 -1.77934 0.010 -0.001 0.005
C -3.48531 1.53614 -2.44835 0.051 -0.004 -0.096
Cl -3.93853 1.81041 -4.08414 -0.017 0.002 0.018
Br 7.33674 2.10305 -0.95393 0.013 0.009 -0.001
C 5.73418 1.26597 -0.40676 0.001 -0.026 -0.014
C 5.46672 -0.03193 -0.81772 -0.008 0.012 0.023
C 4.26408 -0.61983 -0.46056 0.011 -0.011 0.005
C 3.32513 0.07978 0.29253 -0.056 -0.032 -0.078
C 3.63189 1.35903 0.73754 0.023 0.044 0.011
C 4.83594 1.95658 0.38909 -0.026 0.000 0.028
N 2.03839 -0.48995 0.53647 0.158 0.159 0.035
C 1.97851 -1.40480 1.49957 -0.115 -0.122 -0.026
C 0.71816 -2.00004 1.71366 -0.032 0.080 -0.095
C 0.47506 -3.05837 2.60759 -0.006 0.000 0.043
C -0.77338 -3.61183 2.66675 -0.022 -0.001 -0.031
C -1.78654 -3.10308 1.83022 0.017 -0.024 0.041
C -1.49010 -2.06595 0.98817 0.006 0.002 -0.007
N -0.26625 -1.49940 0.90873 -0.062 -0.161 0.102
H 6.18687 -0.57069 -1.41904 -0.005 0.004 0.001
H 4.03382 -1.62646 -0.79028 0.003 0.004 0.001
H 2.91798 1.90006 1.34683 0.004 -0.006 0.000
H 5.06915 2.95645 0.73031 -0.001 -0.006 -0.006
H 2.85674 -1.69363 2.06612 -0.014 0.041 0.052
H 1.28363 -3.41914 3.22968 0.001 0.012 0.000
H -0.98225 -4.42891 3.34437 0.001 0.008 -0.002
H -2.78854 -3.50721 1.85466 0.007 0.006 -0.006
H -2.24866 -1.64210 0.34030 0.008 0.010 -0.004
C -2.11598 -2.71082 -2.75607 -0.031 0.011 0.003
C -0.78635 -2.78230 -2.07802 0.014 -0.025 -0.012
O -0.21698 -1.73942 -1.75086 -0.037 0.013 -0.144
C -0.15109 -4.07500 -1.77895 -0.023 0.003 0.025
C 1.02407 -4.09369 -1.02267 0.010 0.020 -0.001
C 1.62061 -5.29706 -0.69747 -0.005 -0.007 -0.002
C 1.05012 -6.48973 -1.12794 -0.002 0.005 -0.001
C -0.11731 -6.47982 -1.88025 0.011 -0.008 0.003
C -0.72007 -5.27656 -2.20304 -0.025 -0.011 -0.012
H -2.41714 -1.67223 -2.86225 0.003 -0.005 0.003
H -2.85821 -3.25600 -2.16934 0.006 -0.006 -0.010
H -2.07067 -3.17983 -3.74063 0.012 -0.003 0.008
H 1.45016 -3.15938 -0.67890 0.009 -0.014 -0.011
H 2.52542 -5.31048 -0.10435 -0.002 -0.003 -0.002
H 1.51674 -7.43233 -0.87292 -0.004 0.005 -0.003
H -0.55738 -7.41008 -2.21242 0.003 0.002 0.004
H -1.63229 -5.27766 -2.78488 0.010 0.006 0.007
Cl -0.87371 -0.57257 4.76625 -0.002 -0.003 -0.038
C -0.07080 0.99674 4.82165 0.014 0.014 0.012
Cl 1.03238 1.23369 3.44894 0.007 -0.007 0.001
H 0.51651 1.04887 5.72935 0.001 0.024 0.012
H -0.82391 1.77405 4.78507 -0.012 0.005 -0.004